{
  "formula": "C18H24N2O2S",
  "method": "the ωB97M-V functional and the def2-TZVPD basis",
  "symbols": ["S", "O", "O", "N", "N", "C", "C", "C", "C", "C", "C", "C", "C", "C", "C", "C", "C", "C", "C", "C", "C", "C", "C", "H", "H", "H", "H", "H", "H", "H", "H", "H", "H", "H", "H", "H", "H", "H", "H", "H", "H", "H", "H", "H", "H", "H", "H"],
  "positions_angstrom": [[1.520169, 2.867664, 1.838817], [3.960419, -0.432349, -1.056295], [0.742120, -2.434705, 0.009989], [1.281258, 1.181761, -0.207490], [-0.593633, 1.549526, 1.161224], [3.646968, 0.586501, -0.223757], [2.620781, 1.593362, -0.638152], [-1.667386, 1.645291, -1.032123], [0.708991, 1.815930, 0.845642], [-3.941495, 0.477936, 0.087649], [-3.906478, 0.804849, -1.263089], [-2.824891, 0.731540, 0.867627], [4.340259, 0.463324, 0.945057], [5.130042, -0.704793, 0.814881], [4.856879, -1.203201, -0.420239], [-1.680018, 1.301001, 0.317302], [0.894493, -1.147312, 0.555575], [2.640391, 1.855242, -2.142552], [-5.146856, -0.190614, 0.683548], [0.792482, -3.448785, 0.979678], [-5.020686, -1.711375, 0.571142], [-2.780621, 1.391284, -1.811946], [0.852620, -0.145425, -0.603992], [2.834400, 2.525893, -0.104823], [0.090935, -0.943311, 1.279760], [4.287968, 1.124537, 1.785499], [1.535120, -0.508970, -1.371478], [-5.892276, -2.198342, 1.002075], [-2.837805, 0.487600, 1.920904], [0.667457, -4.391006, 0.450650], [-0.010932, -3.333521, 1.718053], [5.221051, -2.064268, -0.944634], [2.461307, 0.945004, -2.708331], [-0.801305, 2.130779, -1.455016], [-4.936433, -2.007793, -0.471866], [-4.769686, 0.610512, -1.882013], [-6.047235, 0.135500, 0.159704], [5.805335, -1.110227, 1.540057], [-0.838751, 1.868965, 2.090385], [1.755371, -3.447552, 1.505739], [-2.768881, 1.662312, -2.857195], [-4.133380, -2.057736, 1.096349], [1.879606, 2.587621, -2.400575], [-0.153892, -0.133202, -1.029139], [1.856722, -1.064866, 1.086401], [-5.243718, 0.086415, 1.735109], [3.613236, 2.249016, -2.424129]],
  "forces_ev_per_angstrom": [[0.2305, 0.4713, 0.4945], [-0.2666, 0.1007, -0.4352], [-0.0426, 0.1431, -0.2845], [-0.4042, 0.2569, 0.2558], [-0.0723, -0.1975, 0.2740], [0.1371, 0.6023, 0.9253], [0.2497, 0.0313, -0.3813], [-0.0229, 0.1315, 0.1239], [0.2488, 0.1161, 0.0344], [-0.0986, 0.1762, -0.0256], [-0.0367, -0.0163, 0.0288], [0.1512, 0.0493, -0.0994], [-0.2961, 0.1771, -0.5163], [-0.0202, -0.3232, -0.4441], [0.5011, -0.3013, 0.6768], [-0.3291, -0.1136, -0.4366], [0.1192, 0.1138, 0.1124], [-0.0378, -0.0309, 0.2114], [0.0799, -0.2040, -0.0386], [-0.0007, -0.0063, 0.0467], [-0.1321, 0.1353, 0.0699], [0.0181, -0.0322, 0.0082], [-0.3341, -0.6593, 0.0211], [-0.0051, -0.3367, -0.1437], [0.0964, -0.0160, -0.0776], [-0.0997, 0.1973, 0.1334], [-0.0793, 0.0504, 0.0193], [-0.0603, -0.1169, 0.0262], [0.0107, -0.0651, 0.1440], [0.0057, -0.0467, 0.0895], [0.0141, -0.0263, -0.0068], [-0.0094, -0.0849, -0.1552], [0.0009, -0.0566, -0.1136], [0.0915, 0.0119, -0.0384], [0.0217, -0.0698, -0.0833], [-0.1163, -0.0236, -0.0657], [-0.0060, 0.0611, 0.0665], [0.1680, -0.1476, 0.0893], [0.1703, 0.0176, -0.2020], [-0.0250, -0.0172, -0.0097], [0.0039, 0.0279, -0.0885], [0.0814, -0.0732, 0.0300], [-0.0620, 0.0704, -0.0163], [0.1965, -0.0646, -0.0394], [-0.0758, 0.0231, -0.0709], [-0.0583, 0.0618, -0.0271], [0.0948, 0.0035, -0.0818]],
  "nbo_charge": [-0.257, -0.415, -0.539, -0.437, -0.642, 0.260, -0.093, -0.286, 0.312, 0.025, -0.246, -0.279, -0.298, -0.314, 0.084, 0.241, -0.074, -0.611, -0.418, -0.243, -0.592, -0.170, -0.253, 0.272, 0.170, 0.247, 0.232, 0.209, 0.210, 0.194, 0.163, 0.204, 0.212, 0.224, 0.207, 0.211, 0.210, 0.229, 0.423, 0.167, 0.214, 0.205, 0.215, 0.223, 0.176, 0.208, 0.224],
  "smiles": "CCc1cccc(NC(=S)N(CCOC)[C@H](C)c2ccco2)c1",
  "e_tot_ha": -1358.45079,
  "e_above_lowest_kcal_mol": 60.24,
  "lumo_energy_ev": 0.70,
  "e_homo_ev": -8.01,
  "orbital_gap_ev": 8.71
}